[1]
Entry from the Open Molecules 2025 dataset: a structure of composition C19H14FeN7O4 (wB97M-V/def2-TZVPD).

Structure (XYZ):
```
45
Properties=species:S:1:pos:R:3
Fe 0.7645 -0.4511 -1.0603
N -3.3318 -0.5999 -1.5172
C -2.0527 -0.8758 -1.5634
N -1.1133 -0.0244 -1.1827
C -1.4729 1.2353 -0.6985
N -0.5381 2.0552 -0.3317
N 0.6843 1.4543 -0.4948
C 1.7632 2.1387 -0.5370
C 2.9609 1.3294 -0.7133
C 4.2523 1.7916 -0.6269
C 5.2964 0.8955 -0.8584
C 5.0037 -0.4203 -1.1585
C 3.6747 -0.8195 -1.2207
N 2.6760 0.0388 -0.9994
C -2.8746 1.5995 -0.6803
C -3.3145 2.8727 -0.2985
C -4.6586 3.1662 -0.3360
C -5.5823 2.1976 -0.7416
C -5.1676 0.9364 -1.1205
C -3.8113 0.6530 -1.0948
H -3.9953 -1.3047 -1.8131
H -1.7542 -1.8513 -1.9300
H 1.7690 3.2224 -0.4835
H 4.4430 2.8304 -0.3925
H 6.3231 1.2308 -0.8012
H 5.7851 -1.1415 -1.3533
H 3.4021 -1.8435 -1.4434
H -2.5875 3.6090 0.0146
H -5.0044 4.1498 -0.0501
H -6.6360 2.4397 -0.7693
H -5.8840 0.1882 -1.4363
O 0.7468 -4.5957 2.9044
C 0.7911 -3.3955 3.4759
O 0.8176 -3.2270 4.6568
C 0.8104 -2.1970 2.5715
C 0.8843 -0.9023 3.0520
N 0.8728 -0.0689 1.9975
N 0.7911 -0.7591 0.8523
C 0.7579 -2.0433 1.1903
C 0.6739 -2.9500 0.0244
O 0.6340 -4.1433 0.0772
O 0.6364 -2.2381 -1.1127
H 0.7103 -4.5665 1.9300
H 0.9308 -0.5538 4.0724
H 0.9233 0.9378 2.0005
```

Results
Total energy ... -72923.8921 eV
Frontier orbital gap (spin up / spin down) ... 6.9 / 7.2 eV
Total charge ... +2
2S+1 ... 2
Relative energy (zero: lowest compared OMol25 entry of this formula, charge and spin) ... 2.5 kcal per mole
LUMO (spin up / spin down) ... -8.26 / -7.95 eV

=====

[2]
Entry from the Open Molecules 2025 dataset: a structure of composition C40H48AsF5NOP4STi (wB97M-V/def2-TZVPD).

Structure (XYZ):
```
102
Properties=species:S:1:pos:R:3
Ti 0.2703 -0.2223 0.9593
C 4.1683 0.6559 0.6068
P 2.8606 -0.4562 1.2360
C 3.4826 -2.1012 0.7345
C 3.2983 -0.4811 3.0248
C 2.3226 -1.3404 3.8264
P 0.6154 -0.6711 3.7105
C 0.7445 0.7439 4.8770
C -0.2932 -1.8879 4.7298
H 4.0772 0.8118 -0.4680
H 5.1563 0.2485 0.8280
H 4.0690 1.6304 1.0845
H 3.3569 -2.2445 -0.3379
H 2.9120 -2.8826 1.2379
H 4.5391 -2.2040 0.9896
H 3.2815 0.5530 3.3822
H 4.3243 -0.8421 3.1372
H 2.6207 -1.4003 4.8764
H 2.2938 -2.3627 3.4396
H 1.2366 0.4536 5.8068
H -0.2505 1.1173 5.1261
H 1.3013 1.5569 4.4099
H -0.3199 -2.8377 4.1965
H -1.3203 -1.5642 4.9032
H 0.1930 -2.0272 5.6969
F -5.8398 -3.2323 1.2881
C -4.5151 -3.1158 1.3109
C -3.9134 -1.8894 1.1113
F -4.6492 -0.7909 0.8969
C -2.5369 -1.8053 1.1338
F -2.0158 -0.5508 0.9071
C -1.6834 -2.8768 1.3432
S 0.0625 -2.7546 1.3077
C -2.3330 -4.0978 1.5420
F -1.6104 -5.2030 1.7247
C -3.7098 -4.2247 1.5274
F -4.2736 -5.4159 1.7021
C -0.1132 0.4463 -3.8709
N -0.0160 0.2669 -2.4215
P 0.2824 -1.2220 -1.6423
C -1.1317 -2.2974 -2.0241
C -1.0583 -3.6613 -1.7314
C -2.1837 -4.4624 -1.8390
C -3.3977 -3.9141 -2.2333
C -3.4786 -2.5629 -2.5346
C -2.3508 -1.7605 -2.4284
C 1.6487 -1.8938 -2.6465
C 1.5531 -2.9696 -3.5228
C 2.6487 -3.3442 -4.2905
C 3.8402 -2.6410 -4.2026
C 3.9397 -1.5533 -3.3437
C 2.8509 -1.1902 -2.5697
P 0.1374 1.4733 -1.2446
C 1.6816 2.4018 -1.4927
C 2.4593 2.3621 -2.6469
C 3.6321 3.1016 -2.7230
C 4.0241 3.9014 -1.6584
C 3.2523 3.9476 -0.5052
C 2.0971 3.1860 -0.4155
C -1.1202 2.7006 -1.7461
C -0.8679 4.0697 -1.7960
C -1.8879 4.9610 -2.1064
C -3.1645 4.4954 -2.3840
C -3.4231 3.1311 -2.3466
C -2.4100 2.2449 -2.0204
H -0.9558 -0.1185 -4.2720
H 0.7951 0.0998 -4.3693
H -0.2685 1.4999 -4.1021
H -0.1272 -4.0941 -1.3884
H -2.1146 -5.5164 -1.6028
H -4.2764 -4.5410 -2.3103
H -4.4192 -2.1323 -2.8528
H -2.4220 -0.7067 -2.6612
H 0.6243 -3.5147 -3.6224
H 2.5650 -4.1849 -4.9662
H 4.6892 -2.9360 -4.8046
H 4.8644 -0.9950 -3.2740
H 2.9260 -0.3385 -1.9003
H 2.1626 1.7497 -3.4880
H 4.2354 3.0605 -3.6204
H 4.9327 4.4846 -1.7263
H 3.5611 4.5640 0.3294
H 1.5105 3.1861 0.4993
H 0.1271 4.4487 -1.6036
H -1.6777 6.0217 -2.1462
H -3.9533 5.1911 -2.6369
H -4.4151 2.7591 -2.5676
H -2.6249 1.1847 -1.9695
C -1.2848 3.7696 3.5858
As -1.7413 2.2870 2.4660
C -2.7659 1.0310 3.5017
C -2.9551 2.9262 1.1347
O -0.3289 1.6589 1.8339
H -2.1879 4.2279 3.9863
H -0.7378 4.4946 2.9851
H -0.6513 3.4217 4.3993
H -3.2897 1.5629 4.2953
H -2.1086 0.2804 3.9309
H -3.4901 0.5486 2.8471
H -3.8137 3.3723 1.6371
H -3.2830 2.0801 0.5335
H -2.4670 3.6618 0.4973
```

Results
Total energy ... -191326.3584 eV
Frontier orbital gap (spin up / spin down) ... 7.3 / 7.9 eV
Total charge ... +1
2S+1 ... 3
Relative energy (zero: lowest compared OMol25 entry of this formula, charge and spin) ... 0.0 kcal per mole
LUMO (spin up / spin down) ... -1.83 / -1.86 eV

=====

[3]
Entry from the Open Molecules 2025 dataset: the molecule C4H5N3O (wB97M-V/def2-TZVPD).

Structure (XYZ):
```
13
Properties=species:S:1:pos:R:3
C -2.8471 -0.2123 0.0108
C 0.3880 -0.7564 0.0836
C 0.9155 0.6058 0.2113
C 2.4040 0.5074 -0.0750
H -3.4447 0.7890 -0.0518
H -3.3429 -1.1433 -0.2610
H 0.2536 1.3479 -0.5341
H 0.6886 1.1259 1.0985
H 3.2545 1.3251 -0.3449
N -1.6126 -0.0542 -0.0639
N -0.8347 -1.1936 -0.0480
N 2.6823 -0.7163 -0.1761
O 1.4955 -1.6250 0.1506
```

Results
Structure (SMILES) ... C=N/N=C1\CC=NO1
Total energy ... -10742.0640 eV
Frontier orbital gap ... 10.0 eV
Relative energy (zero: lowest compared OMol25 entry of this formula, charge and spin) ... 128.0 kcal per mole
LUMO ... 0.59 eV

=====

[4]
Entry from the Open Molecules 2025 dataset: a cluster of 4 separate species, C36H35F3N5O13 in total (wB97M-V/def2-TZVPD).

Structure (XYZ):
```
92
Properties=species:S:1:pos:R:3
N -1.1498 1.6537 -5.3021
C -1.4792 0.2274 -5.3542
C -2.1747 -0.2562 -4.0689
C -1.6665 0.3840 -2.8061
C -0.3310 0.2269 -2.3947
C 0.6237 -0.5645 -3.2119
C 0.4737 -1.9332 -3.4138
C 1.4134 -2.5845 -4.1950
N 2.4764 -2.0226 -4.7616
C 2.6151 -0.7113 -4.5714
C 1.7117 0.0276 -3.8272
C 0.1154 0.8054 -1.1932
C 1.5082 0.5810 -0.6813
C 1.7318 -0.9191 -0.2844
C 0.4842 -1.5806 0.2648
N 0.1335 -2.8574 -0.2397
O -0.1905 -1.0689 1.1103
C -0.7908 1.5920 -0.4621
C -0.4543 2.3565 0.8130
F -0.4750 1.5943 1.8801
F -1.4011 3.3197 0.9891
F 0.7047 2.9989 0.7367
C -2.0841 1.7054 -0.9091
N -2.5023 1.1243 -2.0430
C -3.9339 1.3365 -2.3816
C -4.7921 0.3414 -1.6245
N -4.4723 -1.0392 -1.9837
H -0.7131 1.9009 -6.1828
H -0.4299 1.7922 -4.6010
H -0.6129 -0.4028 -5.5559
H -2.1618 0.0468 -6.1782
H -3.2431 -0.1702 -4.1742
H -1.9873 -1.3209 -3.9661
H -0.3583 -2.4696 -2.9883
H 1.2783 -3.6450 -4.3657
H 3.4553 -0.2119 -5.0282
H 1.8802 1.0902 -3.7060
H 2.2624 0.7990 -1.4224
H 1.7248 1.1596 0.1997
H 2.0929 -1.4970 -1.1244
H 2.4635 -0.9165 0.5176
H 0.7301 -3.0432 -1.0395
H 0.4149 -3.5401 0.4689
H -2.8128 2.2732 -0.3581
H -4.0808 1.3231 -3.4504
H -4.1777 2.3384 -2.0444
H -4.6068 0.4916 -0.5532
H -5.8485 0.5330 -1.7711
H -3.5816 -1.3139 -1.5872
H -5.1605 -1.6700 -1.5963
C 1.5811 -5.5606 3.3799
C 2.0274 -6.3664 4.3563
C 1.9539 -7.8670 4.2428
O 2.3962 -8.5238 5.1624
C 1.3574 -8.4388 3.0462
C 0.9106 -7.6311 2.0769
C 1.0094 -6.1357 2.1831
O 0.5932 -5.4727 1.2425
O 0.3528 -8.0849 0.9585
O 2.5601 -5.9127 5.4767
H 1.6302 -4.4832 3.4513
H 1.2939 -9.5155 2.9796
H 0.1198 -7.3001 0.4299
H 2.7996 -6.6993 6.0059
C -5.7444 4.3266 3.2212
C -4.4944 3.9204 2.9759
C -3.5626 3.5073 4.0822
O -2.4476 3.1292 3.7742
C -4.0409 3.5814 5.4507
C -5.2925 3.9922 5.6998
C -6.2325 4.3809 4.5929
O -7.3573 4.7251 4.8937
O -5.7924 4.0843 6.9236
O -3.9923 3.8531 1.7394
H -6.4236 4.6245 2.4348
H -3.3573 3.2967 6.2378
H -6.7107 4.4013 6.8235
H -3.0677 3.5378 1.8006
C 5.0320 2.7586 1.2436
C 5.8483 3.7605 1.6081
C 6.9612 4.2428 0.7137
O 7.6422 5.1657 1.1086
C 7.1564 3.5754 -0.5644
C 6.3425 2.5748 -0.9200
C 5.2171 2.1140 -0.0374
O 4.5065 1.2069 -0.4492
O 6.4635 1.9167 -2.0704
O 5.7390 4.3937 2.7617
H 4.2296 2.4071 1.8771
H 7.9672 3.9161 -1.1926
H 5.7582 1.2443 -2.0720
H 6.4449 5.0703 2.7738
```

Results
Total energy ... -80113.8111 eV
Frontier orbital gap ... 7.6 eV
Total charge ... +1
LUMO ... -3.74 eV